The following is a DFT calculation (wB97M-V/def2-TZVPD) of a molecular structure, C4H2O2Rb in a non-equilibrium geometry.

Calculated values
- DFT total energy (eV) = -8925.508
- expectation value of S² = 0.77
- E_HOMO (alpha / beta) (hartree) = -0.19357 / -0.27117
- 2S+1 = 2
- frontier orbital gap (alpha / beta) (eV) = 3.923 / 6.012
- energy relative to the best compared isomer or geometry (same formula, charge and spin) (kcal per mole) = 10.90
- strongest force on any atom (Eh/bohr) = 0.0632
- LUMO energy (alpha / beta) (eV) = -1.34 / -1.37

Positions of all 9 atoms, in Å:
O (2.490, -0.255, 0.834)
C (1.528, 0.499, 0.665)
H (1.674, 1.601, 0.638)
C (-0.716, 0.327, -1.727)
C (-0.124, 0.001, -0.682)
C (0.017, 0.111, 0.753)
O (-0.636, -0.693, 1.489)
Rb (-3.520, -1.924, 0.839)
H (-0.713, 0.333, -2.809)

***

The following is a DFT calculation (wB97M-V/def2-TZVPD) of a molecular structure, C76H57ClO29S2 in a non-equilibrium geometry.

Calculated values
- DFT total energy (eV) = -173286.895
- E_HOMO (hartree) = -0.37180
- 2S+1 = 1
- frontier orbital gap (eV) = 8.161
- strongest force on any atom (Eh/bohr) = 0.1703
- LUMO energy (eV) = -1.96

Positions of all 165 atoms, in Å:
C (-0.799, -2.296, 1.725)
S (0.172, -1.511, 0.292)
O (1.447, -0.741, 0.774)
O (0.728, -2.737, -0.534)
O (-0.811, -0.631, -0.787)
S (-1.309, 0.866, -0.142)
O (-0.955, 1.029, 1.356)
O (-3.047, 0.880, -0.185)
C (-3.557, -0.174, 0.733)
C (-5.202, -0.365, 0.644)
C (-5.494, -1.992, 0.396)
Cl (-4.879, -2.499, -1.314)
H (-0.059, -3.048, 2.284)
H (-1.666, -2.997, 1.300)
H (-1.258, -1.510, 2.462)
H (-3.335, 0.091, 1.870)
H (-3.097, -1.241, 0.512)
H (-5.657, -0.122, 1.705)
H (-5.703, 0.275, -0.203)
H (-4.979, -2.670, 1.214)
H (-6.660, -2.202, 0.483)
C (3.704, -6.098, -3.826)
C (2.674, -6.893, -3.520)
C (1.634, -6.464, -2.563)
O (0.691, -7.191, -2.281)
C (1.776, -5.124, -1.960)
C (2.806, -4.330, -2.267)
C (3.846, -4.758, -3.223)
O (4.788, -4.031, -3.505)
H (4.476, -6.398, -4.525)
H (2.555, -7.878, -3.954)
H (1.004, -4.825, -1.262)
H (2.925, -3.344, -1.832)
C (7.604, -5.198, -8.899)
C (6.574, -5.993, -8.592)
C (5.534, -5.564, -7.636)
O (4.591, -6.291, -7.354)
C (5.676, -4.224, -7.033)
C (6.706, -3.430, -7.339)
C (7.746, -3.858, -8.296)
O (8.688, -3.131, -8.578)
H (8.376, -5.498, -9.597)
H (6.455, -6.978, -9.027)
H (4.904, -3.925, -6.334)
H (6.825, -2.444, -6.905)
C (-3.823, -9.087, -6.013)
C (-2.631, -9.463, -6.487)
C (-1.380, -9.094, -5.795)
O (-0.289, -9.437, -6.229)
C (-1.498, -8.295, -4.559)
C (-2.689, -7.919, -4.085)
C (-3.940, -8.288, -4.777)
O (-5.031, -7.946, -4.343)
H (-4.750, -9.349, -6.509)
H (-2.528, -10.050, -7.392)
H (-0.571, -8.034, -4.063)
H (-2.792, -7.332, -3.180)
C (-8.304, 3.901, 2.251)
C (-7.542, 2.859, 1.905)
C (-8.142, 1.573, 1.496)
O (-7.446, 0.618, 1.181)
C (-9.616, 1.485, 1.483)
C (-10.378, 2.527, 1.829)
C (-9.778, 3.812, 2.238)
O (-10.474, 4.768, 2.553)
H (-7.880, 4.850, 2.554)
H (-6.460, 2.908, 1.909)
H (-10.040, 0.536, 1.179)
H (-11.460, 2.478, 1.825)
C (-8.374, -0.970, -2.381)
C (-8.039, -0.672, -3.640)
C (-8.901, 0.182, -4.481)
O (-8.596, 0.453, -5.634)
C (-10.147, 0.694, -3.877)
C (-10.482, 0.396, -2.618)
C (-9.620, -0.457, -1.777)
O (-9.925, -0.729, -0.624)
H (-7.753, -1.595, -1.751)
H (-7.128, -1.039, -4.098)
H (-10.768, 1.319, -4.507)
H (-11.393, 0.764, -2.160)
C (4.540, 3.469, 3.041)
C (5.226, 2.519, 3.685)
C (4.976, 1.087, 3.429)
O (5.602, 0.217, 4.019)
C (3.939, 0.745, 2.434)
C (3.253, 1.695, 1.791)
C (3.504, 3.127, 2.047)
O (2.878, 3.997, 1.457)
H (4.711, 4.524, 3.218)
H (5.990, 2.753, 4.416)
H (3.769, -0.310, 2.258)
H (2.490, 1.460, 1.059)
C (-4.866, 2.902, -1.603)
C (-4.134, 3.804, -2.263)
C (-4.574, 4.343, -3.565)
O (-3.903, 5.168, -4.171)
C (-5.854, 3.847, -4.109)
C (-6.586, 2.945, -3.449)
C (-6.147, 2.406, -2.146)
O (-6.817, 1.582, -1.541)
H (-4.558, 2.496, -0.647)
H (-3.193, 4.178, -1.878)
H (-6.162, 4.253, -5.064)
H (-7.527, 2.571, -3.834)
C (3.104, 1.550, 6.720)
C (2.073, 0.756, 7.026)
C (1.034, 1.184, 7.982)
O (0.091, 0.457, 8.265)
C (1.176, 2.525, 8.585)
C (2.206, 3.319, 8.279)
C (3.246, 2.890, 7.323)
O (4.188, 3.618, 7.041)
H (3.875, 1.251, 6.021)
H (1.955, -0.229, 6.592)
H (0.404, 2.824, 9.284)
H (2.325, 4.304, 8.714)
C (4.159, 3.954, -1.532)
C (3.039, 3.930, -2.262)
C (3.038, 4.350, -3.677)
O (2.013, 4.330, -4.345)
C (4.321, 4.797, -4.255)
C (5.440, 4.822, -3.525)
C (5.442, 4.402, -2.110)
O (6.466, 4.422, -1.442)
H (4.177, 3.650, -0.493)
H (2.090, 3.603, -1.853)
H (4.303, 5.102, -5.294)
H (6.389, 5.148, -3.934)
C (-2.441, -2.074, 12.742)
C (-3.561, -2.098, 12.012)
C (-3.562, -1.678, 10.597)
O (-4.587, -1.698, 9.929)
C (-2.279, -1.230, 10.020)
C (-1.160, -1.206, 10.750)
C (-1.158, -1.626, 12.165)
O (-0.134, -1.606, 12.833)
H (-2.423, -2.378, 13.781)
H (-4.510, -2.424, 12.421)
H (-2.297, -0.926, 8.981)
H (-0.211, -0.880, 10.341)
C (7.240, 1.535, -3.641)
C (7.926, 0.586, -2.998)
C (7.676, -0.847, -3.253)
O (8.302, -1.716, -2.664)
C (6.639, -1.188, -4.248)
C (5.953, -0.239, -4.891)
C (6.204, 1.194, -4.636)
O (5.578, 2.063, -5.226)
H (7.411, 2.590, -3.465)
H (8.690, 0.820, -2.266)
H (6.469, -2.243, -4.424)
H (5.190, -0.473, -5.623)
C (6.483, 8.766, 2.913)
C (5.577, 7.783, 2.928)
C (5.368, 6.953, 4.131)
O (4.541, 6.051, 4.145)
C (6.197, 7.251, 5.315)
C (7.102, 8.234, 5.300)
C (7.311, 9.065, 4.098)
O (8.138, 9.966, 4.084)
H (6.649, 9.384, 2.039)
H (4.961, 7.552, 2.067)
H (6.031, 6.633, 6.189)
H (7.718, 8.466, 6.161)

***

The following is a DFT calculation (wB97M-V/def2-TZVPD) of a gas-phase ion, C8H15N4O2S (charge +1) in a non-equilibrium geometry.

Calculated values
- DFT total energy (eV) = -29420.830
- E_HOMO (hartree) = -0.46837
- total charge = +1
- 2S+1 = 1
- SMILES string = CCN1C([O-])=C(N2CC[NH2+]CC2)[N+]#S1=O
- frontier orbital gap (eV) = 9.203
- energy relative to the best compared isomer or geometry (same formula, charge and spin) (kcal per mole) = 41.98
- strongest force on any atom (Eh/bohr) = 0.1015
- LUMO energy (eV) = -3.54

Positions of all 30 atoms, in Å:
C (4.423, 1.215, -0.927)
C (3.824, 1.129, 0.519)
N (2.489, 0.534, 0.292)
C (1.250, 0.946, 0.360)
O (0.592, 2.018, 0.474)
C (0.396, -0.334, -0.122)
N (-0.956, -0.292, -0.191)
C (-1.813, 0.849, -0.148)
C (-3.081, 0.635, 0.585)
N (-3.763, -0.592, 0.178)
C (-2.770, -1.718, 0.293)
C (-1.650, -1.416, -0.665)
N (0.999, -1.502, -0.204)
S (2.628, -1.396, 0.051)
O (2.911, -1.981, 1.331)
H (5.508, 1.487, -0.855)
H (4.362, 0.162, -1.304)
H (3.891, 2.002, -1.619)
H (4.311, 0.470, 1.196)
H (3.811, 2.082, 1.064)
H (-2.046, 1.215, -1.318)
H (-1.178, 1.762, 0.293)
H (-2.993, 0.602, 1.609)
H (-3.799, 1.419, 0.235)
H (-4.649, -0.853, 0.795)
H (-4.088, -0.620, -0.752)
H (-3.210, -2.610, 0.000)
H (-2.473, -1.752, 1.368)
H (-0.909, -2.225, -0.822)
H (-2.018, -1.236, -1.714)